18
Properties=species:S:1:pos:R:3:forces:R:3:lowdin_charge:R:1 method="wB97M-V/def2-TZVPD" largest_force_ev_per_a=2.1 e_homo_ha=-0.2943 energy_ev=-8898.9048 lumo_energy_ev=0.68 smiles="C=C(N)O.C=CC"
C 1.186 1.284 -0.363 -0.574 0.172 -0.367 0.036
C 0.610 1.407 0.841 1.905 -0.146 0.939 -0.489
N 1.022 2.402 1.746 0.061 -0.787 0.279 0.082
O -0.124 0.433 1.467 -1.046 0.323 -0.789 0.011
H 2.058 1.859 -0.617 -0.198 0.890 0.088 0.045
H 0.785 0.768 -1.211 -0.100 -1.036 0.271 0.037
H 0.300 2.741 2.368 0.321 0.221 -0.266 0.092
H 1.710 3.051 1.396 -0.471 0.173 0.099 0.089
H 0.046 0.440 2.416 0.123 0.328 -0.141 0.111
C -1.988 -0.778 -1.031 0.233 0.183 -0.053 -0.016
C -0.959 -1.516 -1.421 0.015 -1.691 0.462 -0.236
C 0.105 -2.160 -0.538 -0.171 0.946 -0.078 -0.112
H -2.864 -0.681 -1.652 0.060 0.378 -0.307 0.047
H -1.989 -0.253 -0.091 -0.088 -0.187 0.363 0.040
H -0.993 -1.987 -2.398 -0.160 0.146 -0.214 0.082
H -0.144 -3.201 -0.328 -0.131 -0.098 -0.364 0.070
H 0.157 -1.683 0.436 0.140 0.232 -0.013 0.046
H 1.082 -2.127 -1.019 0.079 -0.047 0.092 0.065

88
Properties=species:S:1:pos:R:3:forces:R:3:lowdin_charge:R:1 method="wB97M-V/def2-TZVPD" largest_force_ev_per_a=1.8 e_homo_ha=-0.2555 energy_ev=-66781.9362 lumo_energy_ev=0.45 smiles=CP(O)[PH3]CCCO.CC#N.CC#N.CC#N.CC#N.CC#N.CC#N.CC#N.CC#N.CC#N.CC#N.CC#N
C -3.931 -2.912 -0.520 0.690 0.745 0.278 -0.351
P -2.120 -3.312 -0.607 0.043 -1.755 -0.158 0.613
O -1.569 -3.291 0.988 -0.244 1.048 -0.604 -0.422
P -1.291 -1.461 -1.600 -0.178 0.742 -0.157 0.592
C -0.719 0.096 -2.528 -0.265 0.614 0.183 -0.403
C -1.603 1.343 -2.271 0.286 -1.295 -1.132 -0.250
C -3.094 1.111 -2.546 -0.126 0.370 1.693 -0.260
O -3.872 1.672 -1.468 -0.329 0.078 -0.039 -0.115
H -4.153 -2.196 -1.314 -0.201 -0.124 -0.220 0.005
H -4.551 -3.794 -0.611 -0.075 -0.096 -0.031 0.013
H -4.149 -2.392 0.414 -0.076 -0.064 0.130 0.028
H -1.405 -2.358 1.215 -0.032 -0.295 0.367 0.015
H -0.001 -1.735 -1.094 -0.065 -0.184 -0.066 -0.053
H -2.150 -0.650 -0.744 0.218 0.144 0.076 -0.009
H -1.702 -2.050 -2.845 -0.035 -0.254 0.155 -0.016
H 0.283 0.383 -2.207 0.186 -0.267 0.082 0.042
H -0.665 -0.104 -3.602 -0.070 -0.239 -0.036 0.066
H -1.415 1.642 -1.245 -0.288 0.407 0.090 0.106
H -1.256 2.088 -2.976 0.187 0.511 0.392 0.064
H -3.367 0.058 -2.599 0.104 -0.093 -0.545 0.080
H -3.441 1.654 -3.416 0.030 -0.205 -0.324 0.091
H -3.722 1.155 -0.664 0.092 0.073 -0.250 0.073
C -5.663 2.384 -5.490 -0.122 0.293 0.061 -0.082
C -5.144 1.029 -5.606 -0.020 -0.004 -0.045 -0.292
N -4.728 -0.037 -5.699 0.022 0.012 0.020 0.132
H -6.445 2.572 -6.224 0.017 -0.115 -0.043 0.085
H -6.086 2.560 -4.502 0.038 -0.101 0.034 0.074
H -4.878 3.122 -5.647 0.060 -0.065 -0.005 0.067
C 3.004 -2.874 0.901 0.213 -0.224 0.216 -0.066
C 2.341 -1.695 0.373 0.208 0.113 -0.156 -0.276
N 1.855 -0.756 -0.077 0.005 -0.002 0.159 0.125
H 4.087 -2.762 0.855 -0.027 0.194 -0.097 0.083
H 2.729 -3.052 1.939 -0.098 0.026 -0.023 0.048
H 2.740 -3.763 0.336 -0.187 0.088 -0.072 0.037
C -4.692 4.740 -1.808 0.172 -0.035 0.150 -0.077
C -5.263 5.224 -3.055 -0.068 -0.081 0.034 -0.287
N -5.718 5.584 -4.047 0.088 -0.004 -0.071 0.124
H -5.426 4.190 -1.223 -0.063 -0.014 -0.091 0.089
H -3.857 4.066 -1.994 -0.046 -0.048 -0.049 0.063
H -4.327 5.556 -1.193 -0.056 0.107 -0.087 0.036
C 4.223 0.382 -3.313 -0.091 0.296 -0.188 -0.067
C 4.592 -0.818 -2.580 -0.076 -0.016 0.031 -0.280
N 4.865 -1.768 -1.998 0.056 -0.059 0.040 0.133
H 4.664 0.381 -4.309 0.051 -0.107 0.027 0.082
H 3.142 0.452 -3.422 -0.015 -0.107 0.091 0.077
H 4.566 1.275 -2.794 0.032 -0.069 0.091 0.084
C 4.463 -6.740 -0.582 0.402 -0.135 -0.201 -0.069
C 3.167 -6.347 -0.053 -0.014 -0.063 0.009 -0.273
N 2.151 -6.030 0.378 0.040 -0.087 -0.012 0.143
H 4.578 -7.823 -0.562 -0.141 -0.014 0.046 0.040
H 4.590 -6.409 -1.612 -0.152 0.095 0.018 0.085
H 5.271 -6.309 0.008 -0.094 0.077 0.070 0.084
C -1.683 5.155 -4.783 -0.218 0.052 -0.234 -0.061
C -0.872 4.769 -3.637 0.007 0.072 0.029 -0.281
N -0.239 4.469 -2.728 0.012 0.064 -0.052 0.142
H -2.726 5.293 -4.497 0.028 -0.012 0.090 0.057
H -1.328 6.090 -5.213 0.078 0.004 0.080 0.084
H -1.646 4.392 -5.560 0.075 -0.062 0.067 0.084
C -2.936 8.080 1.414 -0.342 0.364 -0.263 -0.092
C -3.367 6.706 1.215 -0.046 -0.004 0.060 -0.259
N -3.708 5.619 1.067 0.067 0.053 0.101 0.136
H -3.163 8.419 2.422 0.014 -0.110 0.047 0.081
H -1.871 8.178 1.265 0.084 -0.091 -0.058 0.029
H -3.433 8.752 0.715 -0.134 -0.158 -0.034 0.085
C 0.485 6.144 3.830 0.123 -0.324 0.126 -0.060
C -0.007 7.382 3.247 0.015 0.041 0.021 -0.243
N -0.400 8.358 2.788 0.389 -0.025 0.271 0.138
H 1.571 6.156 3.906 -0.001 0.111 -0.051 0.085
H 0.078 5.998 4.829 -0.063 0.108 -0.014 0.085
H 0.199 5.288 3.221 -0.059 0.082 -0.079 0.087
C 2.144 -1.665 4.911 -0.312 0.377 -0.071 -0.094
C 2.699 -2.982 4.646 0.010 -0.010 0.077 -0.299
N 3.141 -4.022 4.441 0.055 0.018 0.032 0.129
H 1.270 -1.472 4.289 0.034 -0.180 -0.091 0.080
H 1.844 -1.573 5.952 0.083 -0.101 0.035 0.060
H 2.876 -0.886 4.712 0.107 -0.095 0.020 0.079
C 5.462 -3.265 7.990 0.206 -0.310 0.070 -0.065
C 4.618 -2.130 7.653 -0.013 0.005 -0.004 -0.260
N 3.950 -1.236 7.387 0.053 0.009 0.056 0.143
H 6.497 -3.075 7.713 -0.036 0.110 -0.043 0.084
H 5.431 -3.469 9.059 -0.078 0.100 0.012 0.083
H 5.131 -4.161 7.466 -0.096 0.079 -0.070 0.082
C 4.117 -9.306 3.048 -0.059 0.096 0.341 -0.066
C 4.313 -9.687 1.657 -0.057 -0.040 -0.008 -0.272
N 4.456 -9.987 0.559 0.046 0.026 0.036 0.135
H 4.834 -8.543 3.347 0.035 0.005 -0.108 0.083
H 3.117 -8.904 3.201 -0.017 0.000 -0.132 0.087
H 4.241 -10.164 3.707 0.026 -0.070 -0.103 0.082

19
Properties=species:S:1:pos:R:3:forces:R:3:lowdin_charge:R:1 method="wB97M-V/def2-TZVPD" largest_force_ev_per_a=4.6 e_homo_ha=-0.4686 energy_ev=-10844.1976 total_charge=+1 lumo_energy_ev=-3.72 smiles="C1=NCN2[NH2+]CCC2=C1"
C -0.451 2.629 -1.036 3.006 -1.418 -1.073 -0.090
N 0.768 2.362 -1.432 -2.451 0.009 -0.056 0.070
C 1.173 1.004 -1.501 -0.492 -1.505 -0.551 -0.144
N 0.273 -0.037 -0.775 -1.895 4.232 0.106 -0.067
N 0.906 -1.037 -0.113 2.193 -1.351 1.607 0.026
C -0.260 -1.690 0.595 -1.470 0.632 1.727 -0.057
C -1.016 -0.471 1.200 2.846 1.870 -1.768 -0.063
C -0.818 0.533 0.083 1.804 -0.900 -2.349 -0.154
C -1.285 1.729 -0.292 1.343 -1.970 0.652 -0.001
H -0.768 3.604 -1.215 -0.526 1.669 0.057 0.103
H 1.123 0.594 -2.556 0.475 0.997 0.971 0.149
H 2.179 0.915 -1.087 0.240 -0.136 -0.091 0.113
H 1.828 -0.823 0.496 -2.495 0.187 -0.486 0.255
H 1.371 -1.600 -0.811 -0.353 -1.010 -0.496 0.185
H 0.056 -2.175 1.515 0.296 -1.243 -0.777 0.132
H -1.035 -2.137 -0.102 1.850 -0.171 0.579 0.173
H -0.382 0.028 1.984 -1.105 -0.950 0.122 0.157
H -2.027 -0.672 1.394 -1.161 -0.239 0.805 0.119
H -2.014 2.075 0.337 -2.106 1.298 1.023 0.094

57
Properties=species:S:1:pos:R:3:forces:R:3:lowdin_charge:R:1 method="wB97M-V/def2-TZVPD" largest_force_ev_per_a=4.8 e_homo_ha=-0.3599 energy_ev=-178779.1761 total_charge=+1 lumo_energy_ev=-3.70
C 3.537 -2.921 -0.651 0.459 -2.125 -0.085 -0.030
C 3.478 -1.485 -0.754 -0.701 2.729 -1.123 -0.306
C 3.416 -0.516 -1.762 0.717 -1.003 0.804 -0.007
C 2.799 0.622 -1.184 0.513 0.513 1.215 -0.010
C 2.495 0.318 0.129 -0.064 -1.956 -4.412 -0.273
B -1.527 -1.414 -0.996 2.755 2.247 2.591 -0.734
N -1.979 -2.596 -1.737 -0.220 -0.446 0.933 -0.051
C -1.080 -2.906 -2.876 0.469 -0.401 -0.928 0.078
C -1.964 -3.665 -0.611 -0.353 -0.667 -0.562 0.099
C -1.698 -2.947 0.702 0.165 1.472 1.901 -0.313
O -1.685 -3.295 1.846 -0.144 0.109 -2.637 0.231
O -1.409 -1.576 0.359 -0.206 -1.001 -0.971 0.263
C -3.194 -1.734 -2.157 -1.187 -0.753 -0.799 0.103
C -2.630 -0.345 -2.418 1.135 3.287 -1.150 -0.325
O -3.047 0.584 -3.056 0.381 -2.638 1.368 0.231
O -1.368 -0.262 -1.734 -1.905 -1.017 0.201 0.263
O 2.948 -0.943 0.384 -0.376 -0.172 -0.439 0.063
H 4.289 -3.417 -1.273 0.027 0.298 0.124 0.093
H 3.694 -3.225 0.397 -0.008 0.099 -0.446 0.101
H 2.574 -3.352 -0.983 0.174 0.068 0.228 0.074
H 3.774 -0.516 -2.792 -0.001 -0.458 0.491 0.112
H 2.837 1.628 -1.567 -0.607 -0.012 -0.410 0.116
H -1.642 -3.412 -3.659 -0.004 -0.168 0.113 0.126
H -0.664 -1.987 -3.305 -0.155 -0.143 0.240 0.132
H -0.251 -3.544 -2.534 -0.386 0.325 -0.113 0.125
H -2.881 -4.266 -0.585 0.274 0.168 -0.042 0.168
H -1.078 -4.320 -0.782 -0.790 0.358 -0.125 0.168
H -3.637 -2.078 -3.091 -0.058 -0.353 0.140 0.171
H -3.961 -1.684 -1.369 0.286 -0.184 -0.122 0.183
Br 5.847 2.369 4.770 -0.227 -0.152 -0.086 0.727
C 4.323 1.857 3.752 0.063 -0.768 -0.460 -0.676
C 3.694 0.618 3.997 0.007 0.552 -0.084 -0.104
C 2.599 0.234 3.206 0.166 0.446 -0.515 -0.017
C 2.222 1.035 2.114 -0.153 1.119 2.489 -0.205
C 1.365 0.614 0.961 -2.107 1.267 2.507 -0.214
C 0.247 1.606 0.558 -0.263 -0.368 -0.336 -0.008
C -0.971 1.607 1.153 1.066 -0.428 0.002 -0.052
C -2.189 2.238 0.626 -0.719 0.531 -0.686 -0.226
C -3.459 1.618 0.765 0.430 0.201 -0.247 -0.047
C -4.594 2.123 0.124 0.158 0.622 -0.236 -0.129
C -4.496 3.313 -0.627 0.957 -0.540 0.255 -0.694
Br -5.984 3.939 -1.608 0.056 0.011 0.191 0.753
C -3.260 3.976 -0.731 -0.182 -0.410 0.246 -0.101
C -2.122 3.424 -0.127 -0.459 -0.132 0.090 -0.021
C 2.838 2.282 1.928 0.681 0.033 0.065 -0.031
C 3.945 2.671 2.673 -0.244 -0.379 0.399 -0.106
H 4.093 -0.071 4.753 -0.319 0.547 -0.189 0.108
H 2.067 -0.703 3.404 0.365 0.234 -0.154 0.119
H 0.771 -0.296 1.149 0.740 -0.018 0.181 0.147
H 0.416 2.173 -0.366 -0.207 -0.138 0.306 0.120
H -1.135 1.034 2.076 0.256 -0.070 -0.390 0.133
H -3.549 0.701 1.349 0.052 0.220 -0.026 0.110
H -5.564 1.625 0.201 0.394 0.139 0.043 0.102
H -3.185 4.917 -1.276 -0.046 -0.324 0.077 0.108
H -1.155 3.915 -0.225 -0.287 0.027 0.000 0.117
H 2.530 2.909 1.087 0.119 -0.221 0.183 0.126
H 4.558 3.529 2.376 -0.488 -0.178 0.393 0.110